The following is a quantum chemistry calculation of a gas-phase ion, C4H6ClN2O (charge +1) in a non-equilibrium geometry, from the OMol25 dataset.

```
14
Properties=species:S:1:pos:R:3:forces:R:3:lowdin_charge:R:1
C 2.07520 0.35328 0.71952 -3.750 -0.232 2.129 0.041
C 2.13840 -0.77594 0.00914 1.395 1.578 -0.820 -0.196
N 1.03804 -1.59654 -0.28314 -1.149 -0.322 0.702 0.101
C -0.19314 -1.32476 -0.29816 0.685 0.655 -0.831 -0.093
N -0.73153 0.06949 -0.37141 2.767 -0.075 -0.463 0.103
C -1.88031 0.52385 -0.12972 -2.838 -0.458 0.398 -0.772
O -2.09210 1.77161 -0.39113 -1.314 1.019 -0.165 0.140
Cl -3.12151 -0.51185 0.46409 0.509 0.712 -0.222 0.880
H 1.03545 0.47812 1.25002 1.974 0.172 -0.929 0.096
H 2.78376 1.06939 1.11399 0.572 -0.475 -0.585 0.071
H 3.15044 -0.98926 -0.39462 -1.144 -0.736 -0.083 0.126
H -1.04668 -1.98339 -0.49391 0.781 -0.378 0.278 0.121
H -0.11919 0.80446 -0.75840 0.214 -0.577 0.247 0.187
H -3.03684 2.11154 -0.43628 1.296 -0.885 0.343 0.196
```
Forces are in eV/Å.

Results
HOMO-LUMO gap	8.9	eV
net charge	+1
LUMO	-4.790	eV